No. 1
Computed, not measured: a structure of composition C38H27BF4N8NaO3Se, with ωB97M-V with the def2-TZVPD basis set.

Results
E_LUMO = 0.0604 Eh
Net charge = -1

Geometry as XYZ:
```
83
Properties=species:S:1:pos:R:3:forces:R:3
Na 0.370558 1.117741 -0.234254 0.23 -0.44 -0.05
C 4.628131 2.231698 -0.637434 -0.02 0.10 0.08
C 3.353724 1.957003 -0.166127 0.06 -0.13 0.02
N 2.841409 0.733126 -0.225510 0.06 0.29 -0.24
C 3.596219 -0.215247 -0.773243 -0.22 -0.04 0.06
C 4.881834 0.073882 -1.223492 -0.02 -0.07 0.04
N 5.404967 1.289218 -1.155064 0.04 0.02 -0.01
C 2.962311 -1.557018 -0.953443 0.02 0.08 0.05
C 3.631012 -2.587125 -1.608872 -0.07 -0.03 -0.01
C 2.967085 -3.776233 -1.873559 0.02 0.08 0.03
C 1.644599 -3.887849 -1.467865 -0.02 0.08 0.06
C 1.073059 -2.823111 -0.783584 0.03 0.06 -0.09
N 1.712743 -1.692299 -0.514882 0.05 -0.03 -0.03
C -0.350896 -2.894888 -0.364097 -0.05 -0.03 0.12
C -1.345567 -3.182519 -1.296250 0.09 0.02 -0.06
N -2.626794 -3.271017 -0.966523 -0.01 0.00 -0.02
C -2.911038 -3.060165 0.312043 -0.04 0.01 0.10
C -1.928341 -2.767208 1.245064 -0.03 0.02 0.02
N -0.645159 -2.684180 0.917048 0.03 0.07 -0.01
C 3.641935 -4.883690 -2.583270 0.09 -0.08 -0.09
C 4.505677 -4.641438 -3.648566 -0.06 -0.05 0.07
C 5.112087 -5.715667 -4.279597 0.03 0.11 -0.05
N 4.925729 -6.985305 -3.930516 0.04 -0.04 -0.04
C 4.099528 -7.210453 -2.914086 -0.07 -0.04 0.09
C 3.439152 -6.211169 -2.217304 0.03 0.05 -0.03
H 5.021616 3.240178 -0.588196 0.04 -0.02 -0.02
H 2.739122 2.735606 0.273030 -0.06 -0.01 0.01
H 5.509663 -0.690251 -1.663366 0.02 0.03 0.02
H 4.660154 -2.468117 -1.913073 -0.02 -0.04 -0.04
H 1.062716 -4.774596 -1.682354 0.01 -0.02 0.00
H -1.081973 -3.320476 -2.339221 -0.03 0.00 0.00
H -3.949861 -3.123037 0.615073 -0.01 0.00 -0.04
H -2.188927 -2.601236 2.284168 0.03 0.03 0.02
H 4.683867 -3.633596 -3.999196 -0.01 0.01 0.00
H 5.780010 -5.539146 -5.116170 0.00 -0.03 0.01
H 3.956727 -8.248587 -2.631999 0.01 0.01 -0.02
H 2.793185 -6.464461 -1.387037 0.00 0.01 0.01
O 0.325973 0.020792 1.807192 -0.45 0.05 -0.03
C 1.077300 0.686885 2.811280 0.01 -0.22 0.07
C 1.044472 2.231475 2.458372 0.23 0.06 0.54
O 1.643685 2.961092 3.263719 -0.09 -0.15 -0.22
O 0.409883 2.548035 1.431027 0.05 0.13 -0.14
C 0.422839 0.485980 4.174916 0.14 0.05 0.06
C 1.074781 0.907995 5.334703 -0.02 -0.04 -0.03
C 0.487173 0.730437 6.573716 -0.02 0.00 0.04
C -0.761402 0.126742 6.684017 0.03 0.02 0.04
C -1.414658 -0.291319 5.538697 -0.03 -0.01 0.02
C -0.824145 -0.110590 4.292568 0.00 0.04 0.04
C 2.495714 0.096386 2.818988 0.03 0.03 -0.02
C 2.629660 -1.287217 2.698028 -0.08 -0.02 -0.01
C 3.874152 -1.885591 2.602165 0.03 0.01 0.02
C 5.022749 -1.106188 2.641409 0.03 -0.11 -0.02
C 4.903851 0.263214 2.799967 0.03 0.13 0.01
C 3.654041 0.863081 2.895715 -0.07 -0.10 0.04
H 0.390765 -0.943052 1.873002 0.06 0.11 -0.09
H 2.037132 1.391370 5.247674 0.01 0.01 0.00
H 1.003864 1.068216 7.464036 0.00 0.00 0.00
H -1.217193 -0.009854 7.656990 0.00 0.00 0.00
H -2.391153 -0.756059 5.610033 0.00 0.00 -0.02
H -1.346284 -0.419419 3.400442 -0.05 -0.07 -0.09
H 1.750740 -1.925661 2.654364 0.09 0.02 0.03
H 3.945898 -2.960568 2.489503 0.00 -0.01 0.00
H 6.000546 -1.564504 2.555472 0.00 -0.01 0.00
H 5.793139 0.881526 2.836311 -0.01 0.00 0.00
H 3.561199 1.931634 3.015464 -0.01 0.09 0.00
F 0.677527 -0.412010 -2.875522 0.03 -0.06 0.00
B 1.016523 0.902945 -3.281953 -0.23 0.05 -0.06
F 2.399321 1.024780 -3.384228 0.08 0.00 0.05
F 0.381235 1.213879 -4.479984 0.04 -0.05 -0.03
F 0.528629 1.790341 -2.260973 0.11 0.05 -0.22
Se -2.538362 1.200501 1.048661 -0.16 -0.01 -0.22
N -1.985663 0.246379 -0.361663 -0.03 0.35 0.30
C -2.625941 0.729710 -1.410478 0.07 -0.26 -0.30
C -2.402658 0.280378 -2.755933 0.03 0.02 0.14
C -3.103447 0.858887 -3.752447 -0.13 0.14 -0.05
C -4.070628 1.896948 -3.495983 0.09 -0.12 -0.10
C -4.305554 2.356939 -2.249169 0.03 0.00 0.16
C -3.572609 1.785620 -1.152547 -0.12 0.06 -0.42
N -3.686765 2.170546 0.096151 0.09 -0.11 0.54
H -1.632517 -0.455277 -2.939616 -0.01 -0.01 0.00
H -2.916410 0.567691 -4.777354 0.01 -0.01 0.00
H -4.602783 2.324862 -4.336266 0.00 0.00 0.00
H -5.013555 3.149025 -2.046637 0.00 0.00 0.00
```
Forces are in eV/Å.

For reference, the Mulliken charges in units of e are: 0.640 -0.996 -0.649 1.402 -0.254 -0.417 -0.669 0.647 -1.311 0.214 -0.703 -0.321 1.232 0.267 -0.351 -0.658 -0.623 -0.228 -0.324 0.181 -0.526 -0.375 -0.655 -0.359 -0.526 0.475 0.505 0.399 0.773 0.757 0.532 0.403 0.539 0.491 0.368 0.363 0.471 1.355 3.103 -0.409 -0.779 -0.664 -0.706 -0.190 -0.889 -0.475 -1.131 0.091 -0.333 -0.385 -1.031 -0.631 -0.825 -0.068 -0.803 0.478 0.390 0.382 0.410 0.176 0.360 0.432 0.407 0.424 0.591 -0.186 0.407 -0.383 -0.357 -0.470 0.425 -0.193 0.661 -0.198 -0.724 -0.509 -0.759 0.631 -0.869 0.319 0.412 0.353 0.444

=====

No. 2
Computed, not measured: a structure of composition C38H27F3N3O2SSbSeTc, with ωB97M-V with the def2-TZVPD basis set.

Results
E_LUMO (alpha / beta) = -0.3137 / -0.2825 Eh
Net charge = +2
2S+1 = 2

Geometry as XYZ:
```
77
Properties=species:S:1:pos:R:3:forces:R:3
Tc 0.328294 -0.378261 -0.018686 1.90 2.74 -1.03
O -0.605624 -1.397675 -1.531296 0.02 -0.53 -0.76
S -1.082712 -2.427425 -0.564393 -1.42 -1.87 -0.22
O -2.374068 -2.171748 -0.024501 -0.35 -0.40 -0.15
N 0.071026 -2.224778 0.566089 -0.14 0.30 -1.72
C -0.090042 -2.358571 1.908715 -0.41 -0.86 2.59
C -0.713999 -3.413524 2.556151 0.50 0.69 -0.81
C -0.762688 -3.435446 3.950635 0.19 0.21 0.57
C -0.151489 -2.455821 4.698949 -0.20 -0.30 -0.16
C 0.457996 -1.344256 4.073705 -0.05 0.11 -0.47
C 1.030040 -0.258839 4.764240 0.07 0.17 -0.41
C 1.485367 0.822779 4.039762 -0.13 -0.23 0.35
C 1.353538 0.840961 2.652630 -0.09 -0.04 -0.56
N 0.841923 -0.171677 1.950693 0.43 0.08 1.42
C 0.432172 -1.269692 2.657611 -0.28 -0.74 0.46
C -0.885094 -4.054440 -1.241573 0.14 0.58 0.46
C 0.370141 -4.619111 -1.089879 0.43 -0.02 0.16
C 0.579231 -5.924708 -1.497418 0.00 0.16 -0.03
C -0.459711 -6.639533 -2.076132 0.02 0.13 -0.03
C -1.707015 -6.053623 -2.238098 -0.03 0.15 0.02
C -1.936203 -4.756331 -1.803097 -0.32 0.10 -0.06
H -1.165263 -4.197483 1.965257 -0.02 -0.13 0.03
H -1.283090 -4.247142 4.435840 0.03 -0.04 0.10
H -0.166750 -2.505937 5.776909 0.00 0.01 0.10
H 1.092541 -0.278785 5.842953 0.00 0.04 0.07
H 1.909538 1.679486 4.538900 0.06 0.08 -0.02
H 1.664892 1.699758 2.071066 0.03 0.07 0.06
H 1.164193 -4.045747 -0.624114 0.01 -0.16 -0.03
H 1.548223 -6.377205 -1.359693 0.10 -0.07 -0.01
H -0.292776 -7.653336 -2.404180 -0.02 -0.11 -0.02
H -2.510613 -6.607447 -2.694426 -0.11 -0.07 -0.03
H -2.910878 -4.301348 -1.885752 -0.14 0.00 -0.04
Se -0.134055 1.845772 -0.688550 0.01 0.96 -0.09
C 1.032630 3.410345 -0.609513 0.20 -0.42 0.07
C 0.537123 4.645316 -0.212046 -0.56 -0.19 0.08
C 1.412768 5.725179 -0.187636 -0.53 -0.55 0.02
N 2.665744 5.591277 -0.546074 1.00 1.32 0.15
C 3.152130 4.441312 -0.937995 -0.29 -0.74 -0.19
C 2.361600 3.299345 -0.995661 0.07 -0.37 -0.04
H -0.495487 4.771738 0.065665 -0.18 0.03 0.07
H 1.092836 6.707298 0.131171 -0.12 0.04 -0.01
H 4.196894 4.416311 -1.215428 0.07 -0.06 -0.07
H 2.764439 2.361401 -1.346859 0.09 -0.03 0.02
F 7.519225 2.721556 -1.871444 0.00 -0.05 0.00
C 6.492703 1.900042 -1.679865 -0.23 -0.14 0.01
C 5.917133 1.831295 -0.418761 0.14 0.07 -0.06
C 4.834506 0.994745 -0.227709 -0.09 -0.11 -0.01
C 4.346376 0.233798 -1.285712 -0.72 -0.30 0.23
C 4.937437 0.309376 -2.540653 -0.19 -0.11 -0.02
C 6.019802 1.146852 -2.743369 0.20 0.16 0.09
Sb 2.691527 -1.101970 -0.936309 1.04 -0.37 -0.36
C 3.469708 -2.388947 0.588114 -0.38 0.41 -0.40
C 3.635408 -1.826299 1.848761 -0.01 0.06 -0.14
C 4.080558 -2.592786 2.906119 0.13 -0.17 0.13
C 4.368627 -3.929814 2.681911 -0.11 0.13 -0.18
F 4.798734 -4.674531 3.695919 0.01 -0.01 0.00
C 4.217312 -4.508275 1.432630 0.07 -0.05 0.22
C 3.753941 -3.732753 0.384894 -0.04 0.04 -0.12
C 2.632175 -2.304843 -2.706600 0.00 0.51 0.62
C 3.728886 -3.126747 -2.960912 -0.06 0.16 0.13
C 3.719496 -3.965394 -4.057833 -0.02 -0.07 -0.19
C 2.626459 -3.933220 -4.912128 -0.02 0.15 0.19
F 2.625484 -4.724584 -5.979406 -0.03 -0.02 0.01
C 1.549122 -3.085359 -4.700298 0.13 -0.16 -0.11
C 1.553471 -2.270119 -3.581783 -0.05 0.12 -0.01
H 6.327347 2.422623 0.384650 0.03 0.08 0.08
H 4.370474 0.935392 0.749299 0.07 0.06 0.06
H 4.563983 -0.283440 -3.364909 -0.02 -0.01 -0.06
H 6.504636 1.221893 -3.704102 0.03 0.01 -0.10
H 3.418724 -0.777078 2.004238 0.04 0.00 0.13
H 4.222308 -2.175385 3.889379 0.03 0.05 0.15
H 4.473238 -5.546078 1.294807 0.00 -0.15 0.00
H 3.631359 -4.186856 -0.589900 -0.01 -0.03 0.02
H 4.599500 -3.088575 -2.317685 0.04 -0.13 -0.01
H 4.547694 -4.624177 -4.268415 0.07 -0.04 -0.07
H 0.737178 -3.069467 -5.411359 -0.06 0.00 -0.04
H 0.725221 -1.594260 -3.413238 0.01 -0.12 -0.03
```
Forces are in eV/Å.

For reference, the Mulliken charges in units of e are: -0.475 -0.656 1.870 -0.654 0.306 0.221 -0.774 -0.981 -0.998 0.710 -0.673 -1.071 -0.286 0.371 0.397 0.406 0.142 -0.665 -0.579 -0.710 -0.626 0.612 0.448 0.500 0.522 0.495 0.563 0.057 0.523 0.468 0.455 0.549 0.036 0.150 -0.381 -0.464 -0.490 -0.460 0.184 0.445 0.386 0.462 0.316 -0.318 0.257 -0.761 -0.126 0.109 -0.394 -0.747 1.828 1.099 -0.499 -0.821 0.038 -0.323 -0.828 -0.294 0.461 -0.506 -0.862 0.272 -0.321 -0.633 -0.686 0.521 0.293 0.523 0.507 0.024 0.556 0.545 0.317 0.680 0.503 0.516 0.421

=====

No. 3
Computed, not measured: a structure of composition C38H28MoN12OSiTe4, with ωB97M-V with the def2-TZVPD basis set.

Results
E_LUMO (alpha / beta) = 0.1170 / 0.1090 Eh
Net charge = -2

Geometry as XYZ:
```
85
Properties=species:S:1:pos:R:3:forces:R:3
Mo 0.293000 -0.005500 -0.360700 -2.27 -0.77 1.02
C -3.861300 1.409700 -1.114700 -0.20 -0.15 -0.01
C -2.431700 1.618000 -0.874700 0.44 0.34 -0.04
N -1.513600 0.591700 -1.289200 0.41 0.14 0.25
C -2.017900 -0.439900 -2.003400 -0.03 -0.52 -0.54
C -3.382400 -0.610500 -2.314500 0.34 -0.29 -0.12
C -4.320700 0.349300 -1.779700 -0.05 0.41 0.10
C -3.768600 -1.720500 -3.051500 0.00 0.20 0.04
C -2.836700 -2.665400 -3.444000 0.01 -0.16 -0.20
C -1.491700 -2.509100 -3.150500 0.24 -0.02 -0.15
C -1.055700 -1.385800 -2.453000 -0.91 0.38 -0.28
N 0.208600 -0.986000 -2.085000 0.15 -0.46 0.13
C 1.362800 -1.198300 -2.770200 -0.03 -0.56 -0.83
C 1.603600 -2.049700 -3.853700 -0.78 0.48 0.78
C 2.868600 -2.135100 -4.409300 1.04 0.40 -0.08
C 3.915400 -1.374000 -3.933800 -0.04 -0.51 -0.47
C 3.706400 -0.456900 -2.891800 -0.21 0.32 0.28
C 4.709800 0.403100 -2.397300 -0.66 0.18 0.56
C 4.379300 1.269500 -1.372200 0.99 -0.45 -0.85
C 3.099100 1.285000 -0.862500 -1.73 -0.49 0.09
N 2.084700 0.508100 -1.312900 2.92 0.64 -0.56
C 2.415300 -0.365600 -2.318600 0.36 0.30 -0.15
H -4.504600 2.182000 -0.715600 -0.15 0.01 0.04
H -2.136800 2.607400 -1.277800 0.01 -0.14 0.45
H -5.379200 0.188100 -1.925500 -0.13 0.01 -0.07
H -4.817200 -1.848400 -3.286800 -0.11 -0.07 0.00
H -3.162800 -3.547800 -3.977500 0.01 -0.09 0.00
H -0.807500 -3.298700 -3.419300 0.01 0.01 0.01
H 0.812400 -2.650900 -4.265100 -0.08 -0.02 0.04
H 3.032200 -2.805500 -5.244600 0.03 -0.05 0.05
H 4.909100 -1.474300 -4.348600 0.04 0.02 -0.07
H 5.706900 0.358300 -2.810300 0.09 0.03 -0.03
H 5.112100 1.945500 -0.954900 0.00 -0.01 0.04
H 2.880400 1.952600 -0.035200 -0.05 -0.16 -0.13
N 2.909500 -0.414700 2.455500 0.42 -0.21 -0.29
C 2.771900 -1.291800 1.399700 -0.02 -0.17 -0.03
N 3.617600 -2.280300 1.155400 0.18 0.58 0.65
N 3.110400 -2.890900 0.090700 0.01 -0.58 -0.51
N 2.029000 -2.318500 -0.283400 0.00 -0.73 -0.48
N 1.760600 -1.278500 0.519300 0.88 -0.54 0.51
C 1.754800 0.126900 2.959700 -1.02 0.88 0.31
N 1.548500 0.416100 4.245400 1.09 -0.57 -0.23
N 0.343500 0.949100 4.283200 -0.61 0.41 0.27
N -0.161900 0.988800 3.104700 0.18 -0.18 -0.11
N 0.706300 0.468100 2.206800 0.31 -0.20 0.28
H 3.600500 -0.691700 3.137600 -0.15 -0.01 -0.03
Te -1.890000 1.586800 1.254400 -2.19 1.09 0.42
Te -2.958700 3.855700 2.044000 -0.41 0.12 0.21
Te -0.223800 4.605900 -1.313800 0.10 -0.26 -0.13
Te 0.392100 2.589600 0.305700 0.78 1.75 0.06
O -1.111700 -1.201800 0.675000 1.48 0.56 -0.80
Si -1.806900 -2.555600 1.050100 -0.67 -0.93 0.52
C -1.124800 -3.376900 2.632500 -0.17 0.26 -0.40
C -0.002500 -2.899000 3.291600 0.23 0.34 -0.15
C 0.496200 -3.510200 4.428300 0.07 -0.14 0.20
C -0.134200 -4.636100 4.930500 0.11 0.00 0.11
C -1.252200 -5.138200 4.283800 -0.12 -0.24 0.11
C -1.736100 -4.515600 3.148200 -0.10 -0.05 -0.06
C -1.725000 -4.007400 -0.181000 -0.15 0.43 0.30
C -2.823600 -4.847200 -0.323300 -0.17 0.08 0.09
C -2.745500 -6.024200 -1.043700 -0.13 -0.24 -0.08
C -1.549800 -6.391900 -1.636600 -0.08 -0.17 -0.13
C -0.450100 -5.558100 -1.528200 0.11 -0.04 -0.02
C -0.541200 -4.378700 -0.808300 0.28 0.02 0.02
C -3.664700 -2.259600 1.386800 0.61 -0.32 -0.07
C -4.179900 -2.228000 2.675800 0.11 -0.01 0.15
C -5.538600 -2.095800 2.901300 -0.13 0.06 0.20
C -6.412100 -1.973600 1.835300 -0.14 -0.02 0.05
C -5.916000 -1.996000 0.544100 -0.10 0.02 -0.13
C -4.558800 -2.146700 0.329100 0.00 -0.01 -0.07
H 0.499400 -2.025800 2.900700 -0.03 0.10 -0.02
H 1.371200 -3.110200 4.924400 0.02 0.06 -0.02
H 0.243400 -5.122500 5.822300 0.01 -0.01 0.01
H -1.746600 -6.022600 4.669700 -0.02 -0.02 0.00
H -2.605900 -4.918400 2.644800 -0.10 -0.10 0.00
H -3.760100 -4.573600 0.144600 -0.08 -0.06 0.02
H -3.620200 -6.659000 -1.129100 0.01 -0.04 -0.03
H -1.476700 -7.328600 -2.175500 0.00 -0.02 -0.07
H 0.487200 -5.832900 -1.996000 0.06 0.01 -0.01
H 0.333100 -3.745000 -0.734500 0.07 0.06 0.03
H -3.505700 -2.328400 3.515700 0.02 0.01 0.11
H -5.917100 -2.093000 3.914100 -0.04 0.04 0.09
H -7.474800 -1.869900 2.009700 -0.07 0.02 0.02
H -6.587200 -1.906900 -0.299300 -0.08 0.02 -0.08
H -4.182700 -2.198100 -0.680600 -0.02 -0.03 -0.07
```
Forces are in eV/Å.

For reference, the Mulliken charges in units of e are: -2.528 -1.244 0.608 -0.011 0.032 1.171 -0.770 -0.452 -1.064 -0.276 0.373 0.932 0.768 -0.917 -0.880 -0.925 0.932 -0.756 -1.358 0.177 0.656 -0.167 0.467 -0.032 0.350 0.324 0.319 0.003 0.399 0.396 0.385 0.421 0.407 0.522 -0.027 -0.058 -0.628 -1.159 0.064 1.495 -0.343 -0.539 -0.854 -0.403 1.292 0.356 0.517 -0.485 -0.489 0.175 2.607 -1.962 -0.162 -0.402 -0.366 -0.701 -0.741 -0.294 1.339 -0.374 -0.713 -0.676 -0.602 -0.517 0.516 -0.403 -0.683 -0.711 -0.737 0.017 0.465 0.428 0.344 0.372 0.376 0.373 0.390 0.353 0.485 0.481 0.413 0.420 0.361 0.448 0.677

=====

Number 1: maximum force 0.59 eV/Å. Number 2: maximum force 3.49 eV/Å. Number 3: maximum force 3.05 eV/Å.